# 1
Density functional theory data (ωB97M-V with the def2-TZVPD basis set) for a molecular structure, C6H8INO5 in a non-equilibrium geometry.

Calculated values
HOMO energy, eV: -10.00
Kohn-Sham gap, eV: 9.5335
DFT total energy, eV: -26177.1440
Energy relative to the best compared isomer or geometry (same formula, charge and spin), kcal/mol: 4.1

Each line ends with the Mulliken charge.
Positions of all 21 atoms, in Å:
1 C 3.12035 -1.30727 -1.27449  0.30
2 C 2.88036 -0.64051 0.03512  0.54
3 C -1.24146 0.50887 0.05289  -0.85
4 C -0.11736 -0.15900 -0.78736  0.04
5 C 0.34178 -1.49758 -0.01243  -0.31
6 C 1.63040 -1.10498 0.86113  -0.09
7 N 3.28458 -1.76492 -2.29647  -0.41
8 O 3.69326 0.12096 0.43309  -0.53
9 O -2.42145 -0.26401 -0.15446  -0.56
10 O 1.05526 0.44095 -1.14958  -0.46
11 O -0.65527 -1.85808 0.87940  -0.75
12 O 1.24813 -0.32656 1.86734  -0.50
13 I 2.53257 -3.06445 1.48998  0.06
14 H -0.93438 0.58482 1.13131  0.38
15 H -1.39017 1.47944 -0.39565  0.43
16 H -0.63272 -0.23947 -1.73307  0.34
17 H 0.47298 -2.30259 -0.68180  0.78
18 H -2.11294 -1.01771 0.24777  0.46
19 H 0.97097 1.40256 -1.12161  0.30
20 H -0.77067 -1.22810 1.57646  0.44
21 H 1.89054 0.03068 2.49133  0.40


# 2
Density functional theory data (ωB97M-V with the def2-TZVPD basis set) for 2 unconnected molecules or ions with the total composition C18H23NO2S in a non-equilibrium geometry.

Calculated values
HOMO energy, eV: -6.31
Kohn-Sham gap, eV: 4.0515
DFT total energy, eV: -35455.1040
Energy relative to the best compared isomer or geometry (same formula, charge and spin), kcal/mol: 138.5

Each line ends with the Mulliken charge.
Positions of all 45 atoms, in Å:
1 C 2.27377 -1.17163 2.49623  -1.22
2 C 1.99189 -0.65382 1.04206  0.20
3 C 3.03982 -0.24313 0.10626  -0.66
4 C 2.72967 0.21345 -1.24804  -0.75
5 C 1.31202 0.24601 -1.65960  -0.71
6 C 0.24857 -0.18476 -0.73659  0.97
7 C -1.20959 -0.15485 -1.28430  -0.72
8 N -2.14190 0.69681 -0.49496  0.42
9 C -2.10339 2.05498 -0.76664  0.09
10 C -2.94475 3.00710 -0.07761  -0.64
11 C -3.89970 2.51210 0.92501  -0.32
12 C -3.89658 1.06262 1.17396  -0.73
13 C -2.98847 0.15546 0.45142  0.85
14 C -3.03379 -1.35715 0.81928  -0.43
15 C -4.09099 -2.20162 0.00845  -0.58
16 C -3.53794 -2.93798 -1.27294  -0.64
17 S -1.97294 -3.88627 -1.03650  -0.19
18 C 0.57281 -0.61738 0.62721  0.21
19 H 2.69910 -2.21277 2.36347  0.29
20 H 3.06847 -0.58727 3.02278  0.34
21 H 1.34044 -1.28074 3.10338  0.32
22 H 4.12752 -0.28197 0.38240  0.68
23 H 3.55512 0.51796 -1.93991  0.44
24 H 1.06924 0.57376 -2.70366  0.23
25 H -1.18099 0.27816 -2.32286  0.45
26 H -1.56974 -1.22274 -1.31768  -0.33
27 H -1.39976 2.45150 -1.53672  0.35
28 H -2.86855 4.09970 -0.30227  0.36
29 H -4.58230 3.21087 1.45990  0.39
30 H -4.62438 0.69854 1.94019  0.38
31 H -3.35303 -1.39910 1.90160  0.53
32 H -1.98904 -1.75237 0.79394  -0.28
33 H -4.96007 -1.56906 -0.34296  0.31
34 H -4.53946 -2.97208 0.69420  0.37
35 H -3.45474 -2.26556 -2.17649  0.38
36 H -4.32205 -3.69920 -1.55934  0.40
37 H -1.62704 -3.78590 0.29441  0.15
38 H -0.24791 -0.90904 1.32202  0.11
39 C 6.60163 2.77884 -0.07625  -0.97
40 C 6.02947 1.46450 -0.61537  0.73
41 O 5.98353 0.51107 0.20256  -0.78
42 O 5.66870 1.49249 -1.81707  -0.75
43 H 6.89352 2.68464 0.97137  0.30
44 H 7.48139 3.06581 -0.65651  0.26
45 H 5.85243 3.57002 -0.15781  0.23